Density functional theory data (the ωB97M-V functional and the def2-TZVPD basis) for a 5-piece molecular cluster, C47H83IN2O11S2 overall in a non-equilibrium geometry.

XYZ file:
```
146
Properties=species:S:1:pos:R:3:mulliken_charge:R:1
C -6.074 4.830 0.915 -0.630
O -6.978 4.423 1.911 -0.436
C -7.757 3.301 1.534 -0.779
C -6.942 2.023 1.273 -0.259
C -6.958 1.610 -0.188 -0.526
C -6.262 0.271 -0.478 -0.964
C -4.862 0.191 0.092 -0.279
C -4.174 -1.163 -0.139 -0.569
C -3.109 -1.398 0.925 -0.806
C -2.505 -2.815 0.870 -0.913
C -1.071 -2.818 1.381 0.233
C -0.793 -2.087 2.512 -0.665
C 0.472 -2.007 3.011 -0.035
C 1.486 -2.675 2.369 0.613
C 1.250 -3.410 1.231 0.694
S 2.632 -4.273 0.532 -0.265
C -0.060 -3.483 0.723 0.220
C -0.285 -4.248 -0.555 -1.849
C 0.252 -3.376 -1.693 -0.715
C -0.836 -2.425 -2.259 0.021
C -0.478 -0.974 -1.984 -0.733
C -1.327 -0.005 -2.780 -0.319
O -0.818 1.307 -2.627 -0.314
C -1.758 2.258 -2.181 -0.495
S 3.105 -2.530 3.100 -0.565
C 3.044 -0.815 3.575 0.163
C 4.143 0.024 3.506 0.768
C 5.506 -0.441 3.052 -1.237
C 6.087 0.405 1.892 -0.705
C 5.900 -0.186 0.494 -0.967
I 5.728 1.359 -0.992 -0.039
C 3.965 1.332 3.906 -0.253
C 2.756 1.778 4.327 -0.207
N 2.590 3.164 4.714 -0.632
C 1.792 3.767 4.017 0.731
O 1.000 4.305 3.365 -0.467
C 1.674 0.944 4.427 -0.701
C 1.828 -0.363 4.047 -0.303
N 0.753 -1.259 4.160 -0.136
H -6.485 4.717 -0.088 0.300
H -5.142 4.265 0.981 0.202
H -5.823 5.873 1.070 0.270
H -8.319 3.573 0.635 0.404
H -8.477 3.159 2.331 0.337
H -5.933 2.222 1.616 0.159
H -7.328 1.237 1.921 0.466
H -7.979 1.540 -0.553 0.399
H -6.450 2.392 -0.751 0.192
H -6.237 0.180 -1.562 0.284
H -6.888 -0.521 -0.072 0.354
H -4.924 0.318 1.171 0.205
H -4.239 1.011 -0.259 0.253
H -3.637 -1.077 -1.082 -0.102
H -4.903 -1.965 -0.189 0.444
H -2.297 -0.705 0.720 0.410
H -3.480 -1.216 1.929 0.465
H -2.462 -3.119 -0.164 0.074
H -3.100 -3.509 1.453 0.356
H -1.569 -1.539 3.022 0.400
H 2.627 -3.868 -0.746 0.185
H -1.333 -4.438 -0.721 0.883
H 0.270 -5.178 -0.484 0.497
H 0.701 -3.969 -2.484 0.393
H 1.042 -2.732 -1.328 0.585
H -1.812 -2.639 -1.839 0.098
H -0.815 -2.565 -3.337 0.374
H 0.554 -0.758 -2.245 0.506
H -0.607 -0.715 -0.932 -0.120
H -1.307 -0.262 -3.842 0.192
H -2.370 -0.075 -2.468 0.147
H -2.754 2.081 -2.582 0.319
H -1.794 2.321 -1.092 0.217
H -1.437 3.227 -2.548 0.166
H 6.193 -0.435 3.891 0.418
H 5.408 -1.455 2.689 0.455
H 5.747 1.430 1.938 0.574
H 7.163 0.463 2.034 0.341
H 6.791 -0.732 0.222 0.487
H 5.067 -0.871 0.393 0.354
H 4.782 2.034 3.876 0.674
H 0.728 1.293 4.808 0.446
H -0.084 -0.800 4.490 0.171
C 0.376 5.497 -3.026 -0.818
O -0.702 5.930 -2.213 -0.375
C -0.349 6.034 -0.841 -0.303
C -0.047 7.461 -0.439 -0.659
O 1.105 7.968 -1.093 -0.367
C 0.806 8.785 -2.210 -0.698
H 0.122 5.709 -4.064 0.247
H 1.307 6.009 -2.777 0.395
H 0.517 4.415 -2.920 0.334
H 0.501 5.385 -0.612 0.340
H -1.208 5.683 -0.260 0.332
H 0.156 7.484 0.636 0.377
H -0.913 8.103 -0.633 0.338
H 0.482 9.779 -1.882 0.318
H 0.033 8.342 -2.841 0.296
H 1.719 8.890 -2.795 0.245
C 8.317 -0.689 -5.395 -0.678
O 7.832 -1.916 -5.914 -0.379
C 7.654 -2.915 -4.925 -0.502
C 6.210 -3.027 -4.488 -0.470
O 5.765 -1.849 -3.831 -0.290
C 5.015 -0.996 -4.682 -0.751
H 8.155 0.077 -6.152 0.245
H 7.797 -0.401 -4.480 0.287
H 9.392 -0.759 -5.196 0.321
H 8.298 -2.721 -4.061 0.317
H 7.961 -3.867 -5.368 0.371
H 6.127 -3.850 -3.770 0.348
H 5.567 -3.259 -5.343 0.335
H 4.008 -1.388 -4.804 0.297
H 5.479 -0.886 -5.665 0.377
H 4.958 -0.015 -4.212 0.177
C -1.241 1.559 10.398 -0.706
O 0.013 1.013 10.028 -0.381
C -0.086 -0.053 9.099 -0.821
C 0.188 0.401 7.682 0.056
O -0.797 1.315 7.215 -0.377
C -0.378 2.668 7.287 -0.489
H -1.056 2.521 10.872 0.244
H -1.891 1.707 9.532 0.306
H -1.743 0.906 11.120 0.319
H -1.069 -0.529 9.163 0.378
H 0.667 -0.795 9.379 0.389
H 0.158 -0.473 7.024 0.173
H 1.186 0.843 7.609 0.310
H 0.318 2.896 6.472 0.077
H 0.106 2.902 8.237 0.338
H -1.257 3.303 7.179 0.264
C -1.377 -7.512 -7.082 -0.690
O -2.470 -7.121 -6.269 -0.375
C -2.122 -6.928 -4.909 -0.797
C -1.921 -5.466 -4.578 0.150
O -0.804 -4.911 -5.258 -0.317
C -1.155 -4.166 -6.412 -0.801
H -1.667 -7.362 -8.120 0.247
H -0.483 -6.921 -6.872 0.288
H -1.153 -8.574 -6.933 0.321
H -1.227 -7.503 -4.654 0.356
H -2.952 -7.310 -4.307 0.400
H -1.713 -5.374 -3.506 -0.063
H -2.828 -4.894 -4.796 0.361
H -1.546 -3.182 -6.128 0.291
H -1.896 -4.687 -7.021 0.379
H -0.250 -4.026 -7.001 0.248
```

Properties
Maximum force (eV/Å): 1.5
Gap between HOMO and LUMO (eV): 8.16
HOMO (eV): -7.852
Calculated total energy (eV): -105353.5104
LUMO (hartree): 0.0112
SMILES: COCCCCCCCCc1cc2c(c(S)c1CCCCCOC)Sc1c(CCCI)cc(N=C=O)cc1N2.COCCOC.COCCOC.COCCOC.COCCOC
Relative energy (zero: lowest compared OMol25 entry of this formula, charge and spin) (eV): 0.000

---

Density functional theory data (the ωB97M-V functional and the def2-TZVPD basis) for a 12-piece molecular cluster, C47H85F15N2O15 overall in a non-equilibrium geometry.

XYZ file:
```
164
Properties=species:S:1:pos:R:3:mulliken_charge:R:1
C 2.015 7.026 1.202 -1.186
C 2.440 5.612 1.554 0.719
O 3.215 5.637 2.760 -0.355
C 2.897 4.792 3.724 0.600
O 1.999 4.003 3.727 -0.511
C 3.827 4.965 4.943 0.767
F 3.100 5.410 5.979 -0.257
F 4.357 3.788 5.276 -0.219
F 4.813 5.832 4.720 -0.253
H 1.449 7.042 0.271 0.140
H 2.868 7.698 1.064 0.382
H 1.440 7.470 2.017 0.334
H 3.062 5.202 0.761 0.296
H 1.534 5.023 1.673 -0.434
C -3.257 0.207 -4.669 -1.413
C -3.390 -1.304 -4.563 0.780
O -4.699 -1.689 -4.138 -0.198
C -5.663 -1.719 -5.019 0.318
O -5.575 -1.543 -6.200 -0.551
C -7.013 -1.999 -4.321 0.873
F -7.676 -0.847 -4.150 -0.266
F -7.754 -2.799 -5.081 -0.265
F -6.867 -2.575 -3.122 -0.212
H -3.596 0.588 -5.631 0.451
H -2.216 0.490 -4.504 0.356
H -3.815 0.703 -3.872 0.315
H -2.739 -1.657 -3.766 -0.618
H -3.065 -1.803 -5.473 0.488
C 2.319 -4.487 -6.233 -1.230
C 0.875 -4.094 -6.051 -0.239
O 0.538 -4.255 -4.658 -0.193
C -0.737 -4.159 -4.352 0.022
O -1.642 -3.973 -5.113 -0.590
C -0.974 -4.313 -2.833 1.305
F 0.126 -4.678 -2.179 -0.275
F -1.392 -3.138 -2.332 -0.177
F -1.921 -5.225 -2.621 -0.259
H 2.505 -5.516 -5.922 0.309
H 2.989 -3.882 -5.615 0.273
H 2.618 -4.357 -7.271 0.409
H 0.214 -4.742 -6.628 0.413
H 0.710 -3.055 -6.338 0.290
C -4.159 1.364 2.445 -0.727
C -4.688 0.912 1.102 -0.038
O -4.743 -0.515 1.098 -0.269
C -4.719 -1.124 -0.071 0.268
O -4.676 -0.624 -1.153 -0.560
C -4.736 -2.661 0.103 0.961
F -5.943 -3.150 -0.209 -0.287
F -3.828 -3.204 -0.709 -0.164
F -4.452 -3.005 1.369 -0.244
H -4.291 2.442 2.526 0.423
H -3.104 1.118 2.573 -0.147
H -4.710 0.865 3.245 0.383
H -4.020 1.261 0.309 -0.035
H -5.661 1.355 0.886 0.428
C 0.978 3.879 -2.231 -0.499
C -0.120 4.783 -1.738 0.322
O -0.047 6.049 -2.419 -0.307
C -0.791 7.020 -1.936 0.314
O -1.473 6.986 -0.958 -0.511
C -0.663 8.306 -2.785 0.856
F -1.872 8.722 -3.169 -0.257
F -0.114 9.265 -2.024 -0.252
F 0.097 8.146 -3.867 -0.249
H 0.872 2.934 -1.692 -0.394
H 1.978 4.245 -1.996 0.339
H 0.890 3.675 -3.297 0.489
H -0.043 4.908 -0.657 -0.177
H -1.096 4.331 -1.926 0.252
C 5.944 -0.165 -3.976 -1.339
C 4.509 0.269 -3.727 -0.257
N 3.991 -0.193 -2.426 0.203
C 2.531 -0.069 -2.443 0.985
C 1.828 -1.174 -3.210 -1.200
C 4.517 0.684 -1.374 -0.289
C 4.544 -0.006 -0.004 -0.953
H 6.035 -1.232 -3.754 0.323
H 6.678 0.314 -3.324 0.334
H 6.252 0.030 -5.003 0.418
H 4.420 1.367 -3.813 0.233
H 3.885 -0.156 -4.514 0.321
H 2.155 -0.038 -1.417 -0.758
H 2.243 0.928 -2.836 -0.191
H 0.759 -1.167 -2.998 -0.165
H 1.979 -1.076 -4.290 0.689
H 2.283 -2.133 -2.951 0.380
H 3.949 1.623 -1.311 -0.077
H 5.566 0.861 -1.609 0.547
H 3.555 -0.359 0.301 -0.143
H 4.956 0.671 0.749 0.438
H 5.181 -0.891 -0.009 0.469
C -1.679 1.102 -1.474 -1.191
C -1.234 -0.076 -0.614 1.591
N 0.032 0.141 0.078 1.008
C 0.370 -0.966 0.961 0.741
C 0.240 -2.322 0.287 -0.282
C 0.097 1.401 0.806 1.449
C 1.524 1.831 1.050 0.492
H -2.478 0.721 -2.106 -0.221
H -0.834 1.398 -2.094 0.151
H -2.087 1.895 -0.851 0.228
H -2.015 -0.342 0.127 -0.601
H -1.111 -0.931 -1.277 -0.332
H 1.426 -0.842 1.219 -0.329
H -0.246 -0.940 1.879 0.049
H 0.786 -3.106 0.813 -0.502
H -0.800 -2.632 0.201 0.173
H 0.704 -2.300 -0.702 -0.177
H -0.460 1.302 1.757 -1.325
H -0.401 2.188 0.250 0.084
H 2.052 1.186 1.752 0.208
H 1.498 2.805 1.548 -0.628
H 2.056 1.963 0.109 -0.594
C 0.218 0.581 4.617 0.481
C 1.191 0.135 5.685 0.472
C 2.578 0.715 5.574 -1.031
O 0.891 -0.642 6.555 -0.614
H 0.072 1.660 4.683 0.315
H -0.759 0.125 4.771 0.106
H 0.640 0.265 3.662 -0.497
H 2.569 1.756 5.901 0.295
H 2.952 0.695 4.548 0.147
H 3.268 0.140 6.189 0.371
C -2.226 -7.080 1.701 -1.171
C -0.909 -6.486 1.273 0.817
C 0.344 -7.247 1.620 -0.975
O -0.859 -5.428 0.687 -0.213
H -2.433 -8.095 1.377 0.414
H -3.001 -6.366 1.437 0.188
H -2.179 -7.075 2.798 0.320
H 0.476 -8.135 1.004 0.398
H 0.310 -7.536 2.673 0.355
H 1.209 -6.605 1.464 -0.027
C 3.374 -2.380 3.417 -0.634
C 3.702 -3.390 2.343 0.571
C 2.943 -4.686 2.412 -0.584
O 4.508 -3.162 1.477 -0.567
H 2.351 -2.026 3.240 -0.186
H 4.028 -1.514 3.345 0.372
H 3.429 -2.824 4.410 0.553
H 3.275 -5.387 1.652 0.417
H 1.879 -4.467 2.290 -0.366
H 3.061 -5.135 3.401 0.365
C -1.420 3.756 3.304 0.017
C -1.799 4.578 2.097 0.521
C -2.250 6.001 2.320 -1.371
O -1.805 4.081 0.994 -0.459
H -2.336 3.342 3.727 0.474
H -0.906 4.343 4.067 0.548
H -0.714 2.990 2.995 -0.770
H -2.318 6.510 1.360 0.255
H -1.513 6.537 2.922 0.350
H -3.214 5.991 2.829 0.372
C -2.631 -2.346 3.667 -0.686
C -2.014 -3.719 3.736 0.489
C -0.510 -3.796 3.846 -0.146
O -2.701 -4.706 3.762 -0.587
H -3.702 -2.437 3.818 0.507
H -2.444 -1.917 2.676 -0.468
H -2.167 -1.661 4.377 0.564
H -0.245 -4.769 4.261 0.444
H -0.139 -3.046 4.549 0.468
H -0.056 -3.662 2.864 -0.633
```

Properties
Maximum force (eV/Å): 1.4
Gap between HOMO and LUMO (eV): 8.94
HOMO (eV): -8.670
Calculated total energy (eV): -124574.6775
LUMO (hartree): 0.0098
SMILES: CCOC(=O)C(F)(F)F.CCOC(=O)C(F)(F)F.CCOC(=O)C(F)(F)F.CCOC(=O)C(F)(F)F.CCOC(=O)C(F)(F)F.CCN(CC)CC.CCN(CC)CC.CC(C)=O.CC(C)=O.CC(C)=O.CC(C)=O.CC(C)=O

---

Density functional theory data (the ωB97M-V functional and the def2-TZVPD basis) for C47H88FNO22 as an isolated structure in a non-equilibrium geometry.

XYZ file:
```
159
Properties=species:S:1:pos:R:3:mulliken_charge:R:1
C -1.877 -3.516 -1.571 -0.901
N -1.330 -4.823 -1.136 1.024
O -0.197 -4.771 -0.649 -0.498
O -1.961 -5.839 -1.368 -0.791
H -2.948 -3.624 -1.747 0.847
H -1.321 -3.344 -2.493 1.802
H -1.740 -2.798 -0.764 -1.035
O -1.893 -2.131 -2.768 -0.399
C -1.911 -1.420 -3.820 0.451
O -2.620 -0.294 -3.959 -0.165
C -3.442 0.280 -2.988 -0.982
C -2.657 0.841 -1.871 0.186
C -1.168 -1.688 -5.151 -1.451
H -4.107 -0.461 -2.545 0.280
H -4.143 0.942 -3.495 0.296
H -1.920 1.570 -2.208 0.165
H -2.176 0.118 -1.212 1.045
H -3.312 1.262 -1.109 0.353
H -0.644 -2.643 -5.182 0.245
H -0.446 -0.901 -5.367 0.149
H -1.911 -1.618 -5.945 0.727
O 1.908 1.653 4.697 -0.604
C 1.203 2.403 4.092 -0.800
O 0.443 3.329 4.681 -0.288
C 0.309 3.412 6.099 -0.214
C -0.863 2.481 6.492 -1.012
C 1.164 2.457 2.608 -0.012
H 0.000 4.450 6.215 0.340
H 1.243 3.131 6.586 0.312
H -0.712 1.462 6.136 0.338
H -1.701 2.637 5.813 0.333
H -1.130 2.491 7.549 0.476
H 0.216 2.014 2.302 -0.179
H 2.062 1.925 2.295 -1.010
H 1.215 3.533 2.445 -0.043
O 6.914 0.766 0.477 -0.596
C 6.033 1.417 -0.070 0.853
O 4.943 1.979 0.460 -0.499
C 4.523 1.753 1.767 -0.178
C 3.715 2.969 2.127 -1.035
C 6.338 1.946 -1.469 -1.050
H 5.352 1.711 2.473 0.859
H 3.944 0.829 1.772 -0.600
H 2.701 2.859 1.745 1.488
H 4.070 3.845 1.584 0.289
H 3.457 3.009 3.185 0.665
H 5.397 1.799 -2.000 0.309
H 7.047 1.326 -2.019 0.345
H 6.536 3.015 -1.547 0.292
O 0.319 0.797 -5.107 -0.758
C 0.300 1.054 -3.899 -0.156
O 0.272 2.319 -3.419 -0.073
C 0.072 3.415 -4.291 -0.427
C -1.347 3.938 -4.207 -1.158
C 0.447 0.027 -2.849 2.388
H 0.466 3.315 -5.302 0.345
H 0.689 4.022 -3.627 0.310
H -1.749 4.048 -3.200 0.169
H -1.986 3.274 -4.789 0.337
H -1.365 4.933 -4.650 0.461
H 1.188 0.267 -2.086 -0.175
H 0.919 -0.833 -3.323 -1.495
H -0.485 -0.270 -2.368 0.381
O 0.442 -1.768 2.446 -0.436
C 0.621 -3.011 2.532 0.913
O -0.387 -3.853 2.498 -0.387
C -1.513 -3.634 1.708 0.232
C -2.702 -3.464 2.643 -1.251
C 1.975 -3.580 2.985 -1.421
H -1.645 -4.531 1.104 0.501
H -1.287 -2.833 1.004 1.212
H -2.505 -2.694 3.388 0.273
H -2.975 -4.435 3.057 0.410
H -3.534 -3.195 1.993 0.144
H 2.649 -3.749 2.145 0.044
H 1.987 -4.496 3.577 0.509
H 2.310 -2.720 3.564 0.360
O 2.856 -1.085 -3.812 -0.484
C 1.941 -1.602 -4.360 0.804
O 0.922 -2.288 -3.769 -0.213
C 0.851 -2.443 -2.369 1.830
C 1.800 -3.544 -1.756 -2.222
C 1.546 -1.367 -5.850 -0.762
H -0.136 -2.888 -2.244 -2.030
H 0.931 -1.521 -1.794 -0.753
H 1.568 -4.545 -2.120 0.555
H 1.733 -3.546 -0.668 0.390
H 2.842 -3.267 -1.915 0.252
H 1.849 -2.245 -6.420 0.358
H 1.944 -0.486 -6.353 0.268
H 0.478 -1.169 -5.760 -0.086
O 1.932 5.153 1.001 -0.549
C 0.688 5.160 0.871 0.801
O -0.065 4.123 0.426 -0.407
C 0.461 2.921 0.093 -0.122
C -0.667 1.831 -0.100 0.954
C -0.040 6.438 1.227 -1.367
H 1.261 2.577 0.749 -0.461
H 0.900 3.130 -0.883 0.580
H -0.959 1.498 0.896 -2.543
H -0.299 1.021 -0.729 0.691
H -1.561 2.258 -0.556 0.352
H -0.475 6.843 0.314 0.382
H 0.531 7.244 1.688 0.326
H -0.930 6.021 1.700 0.354
O 2.140 0.529 1.760 -0.625
C 2.054 0.347 0.590 0.763
O 1.224 -0.466 -0.145 -0.030
C 0.119 -1.190 0.473 -0.261
C -0.972 -0.949 -0.559 1.192
C 2.998 1.164 -0.311 -1.014
H -0.167 -0.770 1.437 -0.086
H 0.347 -2.255 0.435 -0.225
H -0.802 -1.507 -1.480 0.167
H -0.967 0.112 -0.812 -1.400
H -1.948 -1.176 -0.130 -0.630
H 3.915 0.650 -0.599 0.327
H 3.410 2.056 0.162 1.141
H 2.496 1.461 -1.231 0.162
O -3.807 2.186 1.950 -0.600
C -3.997 0.965 2.127 1.193
O -2.931 0.151 2.403 -0.225
C -1.679 0.576 2.698 0.769
C -1.529 0.935 4.124 -0.398
C -5.355 0.259 2.220 -1.542
H -1.286 1.376 2.071 1.656
H -1.057 -0.309 2.567 0.143
H -0.546 1.355 4.337 -0.963
H -1.860 0.054 4.674 0.440
H -2.254 1.684 4.443 0.778
H -5.859 0.238 1.254 0.189
H -5.911 0.832 2.962 0.598
H -5.287 -0.730 2.674 0.273
O -5.321 -1.960 0.924 -0.692
C -4.457 -1.663 0.108 -0.918
O -4.689 -1.073 -1.115 -0.233
C -6.103 -0.812 -1.398 -0.641
C -6.341 0.659 -1.375 -1.120
C -3.061 -1.977 0.386 0.415
H -6.856 -1.366 -0.836 0.575
H -6.210 -1.182 -2.417 0.459
H -5.945 1.200 -2.234 0.300
H -5.964 1.323 -0.597 0.267
H -7.424 0.780 -1.341 0.424
H -2.519 -1.515 -0.439 -0.192
H -2.968 -3.057 0.275 1.083
H -2.722 -1.622 1.360 -0.170
F 5.286 -2.380 3.381 -0.416
C 4.887 -2.566 2.089 0.411
C 3.897 -1.739 1.574 -0.715
C 3.562 -1.939 0.222 2.137
C 4.079 -3.112 -0.417 -0.660
C 5.062 -3.872 0.170 -0.825
C 5.564 -3.584 1.428 -1.108
H 3.503 -0.927 2.168 0.899
H 2.787 -1.371 -0.273 -0.466
H 3.812 -3.428 -1.415 0.203
H 5.576 -4.623 -0.412 0.434
H 6.390 -4.085 1.911 0.480
```

Properties
Maximum force (eV/Å): 12.9
Gap between HOMO and LUMO (eV): 9.08
HOMO (eV): -8.792
Calculated total energy (eV): -99386.3577
LUMO (hartree): 0.0108